No. 1
An isolated ion of composition C3H7NOS2 and charge +1, computed with the ωB97M-V functional and the def2-TZVPD basis.

Output
- relative energy (zero: lowest compared OMol25 entry of this formula, charge and spin) (kcal per mole) = 38.7
- DFT total energy (a.u.) = -1044.5168
- 2S+1 = 2
- orbital gap (spin up / spin down) (eV) = 8.6 / 5.3
- E_HOMO (spin up / spin down) (eV) = -13.87 / -13.86
- total charge = +1
- LUMO energy (spin up / spin down) (eV) = -5.308 / -8.535

Last columns: bonded neighbours and bond lengths (Å).
Atoms and positions in Å:
1 N -1.63 -0.95 0.03  C2 1.494, H8 1.021, H9 1.013
2 C -0.86 0.27 -0.37  N1 1.494, C3 1.516, C5 1.593, H10 1.086
3 C -0.71 0.20 -1.88  C2 1.516, O4 1.201, H11 1.093
4 O 0.35 0.50 -2.34  C3 1.201
5 C 0.63 0.01 0.13  C2 1.593, S6 1.870, H12 1.086, H13 1.094
6 S 0.88 -0.45 1.92  C5 1.870, S7 2.065
7 S 2.42 0.81 2.49  S6 2.065, H14 1.372
8 H -2.57 -0.74 0.38  N1 1.021
9 H -1.23 -1.30 0.89  N1 1.013
10 H -1.17 1.14 0.20  C2 1.086
11 H -1.53 -0.24 -2.46  C3 1.093
12 H 1.23 0.91 0.01  C5 1.086
13 H 1.07 -0.88 -0.34  C5 1.094
14 H 3.13 0.73 1.31  S7 1.372

***

No. 2
An isolated ion of composition C2H8N2P and charge +1, computed with the ωB97M-V functional and the def2-TZVPD basis.

Output
- relative energy (zero: lowest compared OMol25 entry of this formula, charge and spin) (kcal per mole) = 73.8
- structure (SMILES) = PN1C[NH2+]C1
- DFT total energy (a.u.) = -531.4850
- orbital gap (eV) = 9.2
- E_HOMO (eV) = -13.00
- total charge = +1
- LUMO energy (eV) = -3.824

Last columns: bonded neighbours and bond lengths (Å).
Atoms and positions in Å:
1 P -0.59 -0.67 1.97  N2 1.753, H6 1.357, H7 1.366
2 N -0.67 0.34 0.55  P1 1.753, C3 1.481, C5 1.664
3 C 0.50 1.01 -0.07  N2 1.481, N4 1.475, H8 1.093, H9 1.136
4 N 0.87 -0.18 -0.86  C3 1.475, C5 1.455, H10 1.037, H11 1.068
5 C -0.52 -0.62 -0.80  N2 1.664, N4 1.455, H12 1.082, H13 1.085
6 H -1.90 -0.94 1.75  P1 1.357
7 H -0.54 0.46 2.73  P1 1.366
8 H 0.48 1.93 -0.67  C3 1.093
9 H 1.41 1.18 0.59  C3 1.136
10 H 1.46 0.00 -1.70  N4 1.037
11 H 1.55 -0.90 -0.48  N4 1.068
12 H -0.63 -1.61 -0.39  C5 1.082
13 H -1.16 -0.17 -1.56  C5 1.085

***

Question: Which formula does entry 1 have?
Answer: C3H7NOS2